C16H14BBiBrO2 | ωB97M-V/def2-TZVPD

Positions of all 35 atoms, in Å:
C 2.113 -0.345 -1.587
C 2.425 -0.153 -0.218
C 2.199 -1.390 0.468
H 2.812 0.755 0.224
C 1.738 -2.345 -0.481
C 1.689 -1.707 -1.757
H 1.402 -2.164 -2.699
H 2.209 0.400 -2.369
H 2.396 -1.566 1.525
H 1.498 -3.380 -0.278
Bi -1.279 0.407 -1.712
Br -0.407 2.795 -0.163
C -2.829 0.999 -3.475
C -2.167 -0.264 -3.777
C -0.753 0.021 -4.011
H -2.663 -1.201 -4.006
C -0.563 1.430 -3.836
C -1.806 2.020 -3.396
H -1.999 3.080 -3.357
H -3.890 1.131 -3.341
H -0.017 -0.678 -4.426
H 0.337 1.973 -4.081
O 0.580 1.121 1.652
B -0.552 0.987 0.792
O -1.510 0.144 1.523
C -0.923 -0.161 2.718
C -1.311 -0.904 3.802
C -0.564 -0.808 4.960
C 0.574 -0.002 5.059
C 1.013 0.697 3.974
C 0.274 0.553 2.820
H -2.170 -1.532 3.731
H -0.856 -1.361 5.844
H 1.143 0.095 5.964
H 1.856 1.357 3.913

Cartesian forces, eV/Å:
C 0.005 -0.671 0.625
C 0.011 -1.146 -0.398
C -0.011 0.479 -0.920
H -0.125 0.013 0.007
C 0.160 0.953 -0.265
C -0.066 0.469 0.599
H 0.039 -0.064 0.073
H 0.019 -0.008 -0.027
H -0.156 0.008 -0.217
H -0.030 -0.027 -0.002
Bi 2.834 -1.906 8.436
Br -1.068 1.897 -0.129
C 0.759 -0.130 -3.966
C -0.853 2.087 -2.700
C -1.118 0.397 -1.150
H 0.195 0.114 0.454
C -0.715 -0.575 -0.011
C -1.389 -1.065 -2.530
H 0.124 -0.028 0.552
H 0.156 -0.036 0.454
H -0.322 0.345 0.668
H 0.110 -0.106 0.495
O -0.381 0.601 0.017
B 1.865 -2.147 0.211
O -0.318 0.532 -0.687
C 1.029 1.186 0.233
C -0.548 -0.020 -0.547
C 0.717 -0.013 1.028
C -0.451 -0.483 0.584
C -0.186 0.177 -1.453
C 0.089 -0.232 -0.339
H -0.575 -0.311 0.163
H -0.121 -0.105 -0.093
H -0.085 -0.224 0.497
H 0.405 0.037 0.339

Results
Largest force on an atom ... 9.1 eV/A
ΔE to the lowest compared entry with this formula, charge and spin ... 468.9 kJ/mol
HOMO-LUMO gap (alpha / beta) ... 4.371 / 4.400 eV
Net charge ... -1
HOMO level (alpha / beta) ... -1.825 / -1.842 eV

These are the Löwdin partial charges, in e, on atoms 1 to 8: number 1, C, carries -0.267; number 2, C, carries -0.210; number 3, C, carries -0.181; number 4, H, carries 0.071; number 5, C, carries -0.201; number 6, C, carries -0.252; number 7, H, carries 0.041; number 8, H, carries 0.052